94
Properties=species:S:1:pos:R:3:mulliken_charge:R:1 method="wB97M-V/def2-TZVPD" de_lowest_ev=0.234 energy_ev=-126237.550 homo_lumo_gap_ha=0.28341
Cd -0.46 0.03 0.39 2.981
C 1.05 4.10 1.22 -2.381
C 1.68 2.74 1.33 1.460
C 2.11 2.05 0.19 0.715
C 2.11 2.70 -1.17 -1.736
C 2.60 0.74 0.30 0.931
C 3.16 0.05 -0.91 -1.729
C 2.64 0.12 1.56 1.185
C 3.21 -1.28 1.69 -2.108
C 2.23 0.82 2.70 1.601
C 2.26 0.12 4.04 -2.715
C 1.82 2.15 2.59 1.182
C 1.51 2.96 3.83 -2.469
H 1.78 4.91 1.23 0.384
H 0.35 4.27 2.03 0.518
H 0.47 4.19 0.29 0.042
H 1.43 2.18 -1.85 -0.209
H 3.11 2.65 -1.61 0.535
H 1.83 3.75 -1.14 0.494
H 4.22 0.30 -1.03 0.313
H 2.65 0.35 -1.82 0.316
H 3.08 -1.03 -0.84 -0.109
H 2.46 -2.05 1.49 0.025
H 3.60 -1.45 2.70 0.575
H 4.03 -1.44 1.00 0.507
H 3.27 0.06 4.45 0.430
H 1.87 -0.89 3.95 0.390
H 1.62 0.63 4.76 0.499
H 1.75 4.01 3.67 0.514
H 2.11 2.62 4.67 0.487
H 0.46 2.88 4.11 0.302
C -3.17 0.63 3.30 -1.000
S -1.42 0.62 3.08 1.122
O -1.15 1.55 1.94 -0.914
O -0.84 1.02 4.33 -0.652
O -1.04 -0.73 2.61 -0.709
H -3.44 1.63 3.63 0.370
H -3.41 -0.09 4.08 0.414
H -3.65 0.39 2.36 0.074
C -3.63 -4.05 -0.02 -0.928
N -3.70 -2.63 -0.33 0.278
C -4.23 -2.26 -1.63 -0.945
C -3.16 -1.72 0.48 -0.131
O -3.10 -0.51 0.24 -0.795
H -4.63 -4.49 -0.05 0.315
H -3.22 -4.18 0.98 0.316
H -2.99 -4.56 -0.74 0.320
H -5.18 -2.77 -1.80 0.376
H -3.53 -2.55 -2.42 0.273
H -4.38 -1.19 -1.66 0.273
H -2.74 -2.14 1.41 0.410
C 4.58 -5.65 -0.30 -1.631
C 3.46 -4.70 -0.64 0.593
C 2.43 -4.45 0.25 -1.097
C 1.40 -3.57 -0.04 0.320
C 0.33 -3.36 1.00 -0.651
C 1.40 -2.90 -1.27 0.123
Te -0.11 -1.50 -1.81 -0.307
C 2.42 -3.16 -2.20 1.390
C 2.44 -2.52 -3.56 -1.866
C 3.43 -4.05 -1.87 -0.918
H 4.51 -5.99 0.73 0.359
H 5.55 -5.18 -0.45 0.353
H 4.54 -6.53 -0.95 0.353
H 2.43 -4.96 1.21 0.325
H 0.32 -4.18 1.71 0.398
H -0.65 -3.30 0.52 -0.246
H 0.48 -2.43 1.56 0.224
H 2.49 -1.44 -3.49 0.266
H 1.53 -2.76 -4.13 0.346
H 3.30 -2.87 -4.14 0.410
H 4.21 -4.24 -2.59 0.371
C -0.71 3.59 -3.71 -1.250
C -1.38 3.86 -2.37 -0.781
As -1.70 2.25 -1.29 0.137
C -2.64 1.17 -2.64 0.432
C -3.83 1.81 -3.35 -1.527
C -3.21 2.91 -0.22 -0.456
C -2.80 4.06 0.69 -1.140
H -0.53 4.52 -4.24 0.411
H -1.33 2.96 -4.34 0.270
H 0.26 3.09 -3.58 0.205
H -2.35 4.35 -2.51 0.535
H -0.77 4.54 -1.77 0.401
H -2.94 0.27 -2.10 -0.773
H -1.88 0.86 -3.36 0.487
H -4.63 2.05 -2.65 0.333
H -4.24 1.13 -4.10 0.424
H -3.55 2.73 -3.86 0.348
H -3.57 2.06 0.35 0.092
H -4.00 3.23 -0.90 0.611
H -2.01 3.76 1.38 -0.017
H -3.66 4.40 1.29 0.414
H -2.45 4.92 0.12 0.333

***

37
Properties=species:S:1:pos:R:3:mulliken_charge:R:1 method="wB97M-V/def2-TZVPD" smiles="O=C(Nc1cccc(OC(=O)c2cccnc2)c1)c1cccnc1" de_lowest_ev=0.000 energy_ev=-29490.373 homo_lumo_gap_ha=0.33338
O -0.35 -1.94 1.06 -0.616
C -0.22 -2.68 0.11 0.724
N -0.17 -2.27 -1.20 -0.156
C -0.27 -0.98 -1.72 0.510
C -0.37 -0.83 -3.10 -0.754
C -0.49 0.42 -3.66 -0.653
C -0.50 1.55 -2.86 -0.738
C -0.38 1.40 -1.49 0.287
O -0.43 2.55 -0.70 -0.293
C 0.56 2.77 0.19 0.725
O 1.54 2.08 0.29 -0.557
C 0.30 3.99 0.99 0.042
C -0.87 4.74 0.86 -0.227
C -1.02 5.86 1.66 -0.512
C 0.00 6.19 2.55 -0.228
N 1.11 5.48 2.67 -0.625
C 1.26 4.41 1.91 -0.248
C -0.28 0.15 -0.90 -0.179
C -0.09 -4.16 0.27 0.235
C -0.65 -5.08 -0.60 -0.372
C -0.49 -6.43 -0.34 -0.541
C 0.24 -6.80 0.79 -0.243
N 0.77 -5.93 1.63 -0.592
C 0.61 -4.64 1.38 -0.306
H -0.06 -2.99 -1.90 0.206
H -0.36 -1.71 -3.73 0.360
H -0.57 0.52 -4.73 0.381
H -0.58 2.54 -3.29 0.461
H -1.64 4.45 0.16 0.474
H -1.91 6.47 1.60 0.385
H -0.07 7.05 3.19 0.365
H 2.17 3.85 2.03 0.451
H -0.19 0.05 0.16 0.598
H -1.24 -4.77 -1.45 0.449
H -0.92 -7.18 -0.98 0.386
H 0.39 -7.84 1.04 0.366
H 1.05 -3.95 2.08 0.437

***

9
Properties=species:S:1:pos:R:3:mulliken_charge:R:1 method="wB97M-V/def2-TZVPD" de_lowest_ev=3.976 energy_ev=-26982.648 homo_lumo_gap_ha=0.36505
C -3.70 -0.34 -1.20 0.069
C -0.25 -0.29 0.16 -0.766
N -1.01 0.62 -0.69 -0.322
S -3.70 -0.61 0.32 -0.084
Cl -1.89 1.65 0.35 -0.106
H -0.34 1.13 -1.16 0.303
H 0.40 -0.80 -0.57 0.285
H 0.32 0.26 0.91 0.324
H -0.85 -0.97 0.70 0.296